Density functional theory data (the ωB97M-V functional and the def2-TZVPD basis) for a cluster of 2 separate species, C4H13N in total in a non-equilibrium geometry.

```
18
C4H13N | OMol25 | the ωB97M-V functional and the def2-TZVPD basis
C -2.4833 -1.2709 -0.1602
N -1.3974 -0.3127 -0.2466
C -1.5960 0.9140 0.5242
H -2.3857 -1.8638 0.7456
H -3.4941 -0.8422 -0.1790
H -2.3781 -1.9614 -0.9611
H -1.3217 -0.0181 -1.2117
H -2.4420 1.4902 0.1089
H -0.6976 1.5105 0.5128
H -1.9231 0.7232 1.5495
C 2.8987 0.7880 -0.4461
C 2.0906 -0.2655 0.3139
H 2.7323 0.7527 -1.5199
H 3.9502 0.5528 -0.2834
H 2.7160 1.8021 -0.0883
H 2.2484 -1.1645 -0.2727
H 2.4805 -0.5127 1.2980
H 1.0022 -0.3217 0.3159
```

For the energy above the lowest of the compared OMol25 structures with the same formula, charge and spin, the calculation gives 12.4 kcal/mol. Its HOMO-LUMO gap is 0.366 Eh. As for the total charge: 0. As for the SMILES: CNC.CC.

Löwdin population analysis, charges in e, atoms 1 to 4: number 1, C, carries -0.153; number 2, N, carries -0.195; number 3, C, carries -0.145; number 4, H, carries 0.074